Record 1
Entry from the OMol25 dataset: C32H32BF4N6O2PSr as an isolated structure (wB97M-V/def2-TZVPD).

Structure (XYZ):
```
79
Properties=species:S:1:pos:R:3:forces:R:3
H -2.82494 -4.70071 3.24626 -0.0021 0.0195 -0.0224
H 2.77955 -1.15638 -4.17571 0.0151 0.0020 0.0081
F 1.57753 -0.73917 1.40362 1.3541 -0.5445 1.1255
H 4.88436 0.99232 -3.47783 -0.0268 0.0092 -0.0017
C -2.61203 -5.08623 1.13964 -0.0101 0.0661 0.0777
C -2.18297 -2.95930 2.19830 -0.0282 0.0179 0.0044
C -4.26912 2.87269 -2.86718 -0.0637 0.0106 -0.0307
H -0.92949 3.34970 -3.03215 -0.0102 0.0023 -0.0048
N -1.84221 -3.20479 -2.66868 -0.0450 -0.0761 -0.0832
F 2.28513 -1.26916 3.54029 -0.0203 0.1724 -0.1337
C -2.39733 4.56704 -4.02342 -0.0211 -0.0126 0.0013
C 4.04804 -2.05239 -1.16609 -0.0307 -0.0182 0.0445
H -2.92059 0.08097 -0.28187 0.0495 -0.0024 -0.0078
C -3.75413 4.77040 -4.24888 0.0201 -0.0154 0.0112
N -1.01864 4.73160 4.66861 -0.0242 -0.0088 0.0105
P 2.64883 0.32948 -1.60276 0.7073 0.0528 -0.4570
F 0.74779 0.41512 3.20185 0.0425 0.0281 -0.0077
H -4.15710 0.32223 -1.53469 0.0012 0.0265 0.0111
C 3.98724 1.49313 -3.82515 0.0019 0.0355 -0.0136
C 2.78659 1.33261 -3.13140 -0.0478 -0.0478 -0.0196
C 1.69047 2.74934 -4.75834 0.0068 -0.0224 0.0246
H 4.88630 -4.71569 -3.08582 -0.0176 0.0189 0.0101
C 4.03975 2.27792 -4.96603 -0.0402 0.0071 -0.0023
B 1.92020 -0.22520 2.72559 0.2392 -0.0240 0.1298
N -0.35323 2.23814 0.80297 -0.1522 1.0522 0.7129
H -2.50415 -3.95402 -2.76222 -0.0176 0.0145 0.0268
H -1.66659 5.23531 -4.46206 -0.0220 -0.0126 0.0113
C -1.23650 -2.52296 -3.70377 -0.0666 -0.0486 0.0810
H -2.22591 -5.17269 -0.94886 0.0127 0.0175 0.0234
C 3.40572 -1.26172 -2.11941 -0.0199 0.0179 0.0280
C 4.46754 -3.75460 -2.81393 -0.0239 0.0252 -0.0311
H 3.75266 2.10093 -0.39944 -0.0009 0.0034 -0.0072
C -1.98070 3.51194 -3.23002 0.0545 0.0342 -0.0141
H 0.16995 -0.84286 -3.56472 -0.0331 -0.0437 0.0295
N -1.02752 3.75102 2.62888 -0.1113 0.0106 -0.1508
C -1.82780 -2.36162 0.96745 -0.1182 0.1888 -0.0044
C -0.62192 2.90858 1.71469 -0.0290 0.0737 -0.0782
C -2.24434 -4.53512 -0.06946 0.0265 -0.0233 -0.0492
H 0.70388 1.82402 -3.08160 0.0028 0.0356 -0.0263
Sr 0.06201 -0.01638 -0.02869 0.6151 1.3920 -1.2056
C -2.42021 1.53406 -1.78850 -0.0400 0.0962 -0.1252
C 3.28256 -1.74904 -3.42039 -0.0029 0.0140 0.0170
H 4.03038 0.55954 0.39028 -0.0106 -0.0007 -0.0044
H 5.07653 -3.88756 -0.76052 -0.0137 0.0220 -0.0043
H -1.41902 -2.76068 -4.73734 0.0155 0.0051 0.0427
O -1.23665 1.23522 -1.80921 -0.4047 0.2164 -0.1997
H -0.64406 4.88200 5.58520 -0.0163 0.0003 0.0156
H -2.13531 -2.32950 3.07910 -0.0213 -0.0328 -0.0286
C -1.42069 -2.67861 -1.48945 0.0072 0.0013 0.1009
H 0.65472 2.98094 5.29098 0.0054 -0.0079 0.0167
H -3.93261 1.54790 -0.28433 -0.0168 -0.0200 -0.0342
H 4.12474 -1.71152 -0.13964 0.0137 -0.0130 -0.0276
H -5.74558 4.08149 -3.84226 0.0191 -0.0035 -0.0010
H -4.08326 5.59404 -4.86996 0.0089 -0.0114 0.0070
C -4.68854 3.92267 -3.67130 0.0107 -0.0010 0.0040
F 2.93520 0.72076 2.55355 -0.2081 -0.1724 0.0529
C 4.57843 -3.28782 -1.51208 -0.0116 0.0230 -0.0074
H 4.97687 2.39669 -5.49651 -0.0267 -0.0031 0.0125
C -1.84872 -3.19764 -0.18205 0.0901 0.0453 -0.1460
N -0.57363 -1.68839 -1.72796 -0.2096 -0.6066 -0.7648
C -0.46010 -1.58872 -3.10341 0.0387 0.0313 0.1899
H -1.69995 5.36753 4.29814 0.0295 0.0325 -0.0209
H 2.93257 3.51798 -6.32938 0.0032 -0.0195 0.0331
C 3.81274 -2.98427 -3.76586 0.0000 0.0085 0.0450
C 3.99180 1.05246 -0.58001 -0.0772 -0.0180 0.0018
C 2.88956 2.90865 -5.43437 0.0378 -0.0279 0.0275
H -2.90454 -6.12560 1.20548 0.0126 0.0152 -0.0022
C -3.41077 0.82170 -0.91151 0.0475 -0.0005 -0.0205
C -0.53079 3.78086 3.84615 0.0823 -0.0320 -0.0420
H -5.00706 2.22075 -2.41876 0.0159 0.0134 0.0005
H 0.62839 2.10869 3.80916 0.1164 -0.0615 0.0028
C -2.91216 2.65449 -2.64941 0.0471 -0.0298 0.0456
H 0.79095 3.23061 -5.12570 0.0237 -0.0250 0.0216
N 0.42170 2.96874 4.31429 -0.0381 -0.1321 -0.1246
C 1.64098 1.96373 -3.61000 0.0091 -0.0461 -0.0142
H 3.71460 -3.34411 -4.78254 0.0025 0.0053 0.0085
C -2.56629 -4.27959 2.28120 0.0255 -0.0062 -0.0556
O -1.50881 -1.09722 0.90022 -1.7614 -1.7062 0.9418
H 4.95635 0.97580 -1.08034 0.0298 0.0134 0.0154
```
Forces are in eV/Å.

Properties
- energy (hartree) = -2514.4513
- lowest unoccupied orbital energy (eV) = 0.02
- max |F| (eV/A) = 2.63
- E_HOMO (eV) = -7.1
- orbital gap (Eh) = 0.260
- charge = 0

Here are the Löwdin charges for atoms 1 to 5, given in e: 0.099, 0.100, -0.127, 0.109, -0.115

=====

Record 2
Entry from the OMol25 dataset: C32H32BrClCoN4O6Si2 as an isolated structure (wB97M-V/def2-TZVPD).

Structure (XYZ):
```
79
Properties=species:S:1:pos:R:3:forces:R:3
C 1.32739 3.85992 -3.00688 -0.0108 -0.0396 0.0076
C -2.76385 0.48345 -2.21469 0.0907 0.0764 -0.1666
H -5.58337 -0.55182 -0.64819 0.0033 0.0556 0.0410
C -2.17588 1.13026 1.80828 0.2427 0.1847 0.4557
H 2.37329 2.88776 -6.08416 -0.0101 -0.0009 0.0203
C -1.10110 3.43657 -0.58187 -0.0834 0.0530 0.0484
H -1.41556 -1.17860 4.59925 -0.0326 -0.0121 -0.0415
C 1.09056 2.61049 -2.42016 0.0337 -0.0673 -0.1055
H -1.91223 3.09196 -1.23280 0.0339 0.0361 0.0467
H 1.28868 3.20912 1.52720 -0.0064 -0.0245 -0.0806
H -1.79960 0.92936 -1.99244 -0.0712 -0.0187 0.0052
C 2.44667 -1.25766 1.69910 -0.0369 0.0294 -0.0224
N 1.49261 -1.43310 0.72905 0.0559 0.0914 -0.0172
C -3.55663 -2.60883 1.75391 0.0284 0.0560 0.0568
H 0.89493 -3.17777 -0.33384 0.0807 0.0379 0.0422
H 3.38071 -0.63205 -2.99695 -0.0134 -0.0241 0.0621
H -0.27076 -2.16531 -2.99904 0.0485 0.0589 -0.0309
O 0.09987 0.65373 1.95316 0.1493 -0.0990 -0.1679
H 2.62118 2.70564 0.48284 -0.0404 0.0511 0.0003
Si 0.42765 2.28000 -0.65068 0.1544 -0.1531 0.0690
C -0.86958 1.10469 2.56877 -0.4784 0.0290 -0.0041
H 3.40609 -0.27457 -1.25320 -0.0332 -0.0276 -0.0601
C -2.02573 -1.60226 3.80982 0.0219 0.0102 0.0097
Si 1.05265 -0.18386 -2.19798 -0.3513 0.0260 -0.0357
Cl -5.81597 1.82031 0.69183 0.0027 -0.0896 -0.0799
C -2.18991 -2.48728 1.55836 -0.1385 0.0184 0.0356
O -3.15756 2.25983 4.44202 0.1479 -0.0641 0.0548
C 2.01816 2.80979 -5.06027 -0.0163 0.0488 0.0600
O -1.32482 -4.09866 0.08079 -0.0025 0.1516 -0.0417
C 1.64609 3.20560 0.49203 0.1164 0.0465 0.0172
H -6.10552 -1.31626 -2.91834 0.0007 -0.0085 -0.0097
H -4.48456 -0.94829 -4.76036 0.0020 -0.0001 0.0013
C -1.43424 -1.97884 2.61431 0.0657 -0.0411 0.0097
H -2.32156 0.16539 -4.27311 0.0157 -0.0059 -0.0290
C -1.47994 -2.87719 0.26911 0.1614 -0.1514 0.0658
N -2.14950 0.67170 0.58181 -0.0151 -0.1074 -0.1915
C -4.26542 -0.59298 -3.76060 -0.0046 -0.0151 -0.0334
N 2.49809 -3.35766 1.08466 0.0086 0.0046 0.0082
H -0.82089 4.44616 -0.90965 -0.0210 -0.0477 0.0208
C -4.20503 1.36401 1.02825 -0.1866 0.1374 -0.0448
H 1.14730 -1.92494 -4.05233 -0.0406 0.0358 0.0306
H -3.87949 -1.36925 4.88006 0.0099 -0.0061 -0.0252
C 0.34943 -1.41272 -3.49714 0.0065 -0.0462 -0.0607
H 1.14465 4.76939 -2.43599 0.0133 -0.0495 -0.0282
C -4.89401 -0.34623 -1.45176 -0.0740 -0.0553 -0.0871
O -1.05825 -1.92776 -0.43539 -0.0846 -0.0437 -0.0464
H 3.49645 -5.04692 1.75180 0.0045 -0.0064 0.0171
H -5.25028 -2.28924 3.02605 0.0082 0.0043 0.0093
C 1.54791 -2.69620 0.38266 0.0000 -0.0003 0.0311
C -3.47093 1.59215 2.16708 0.0728 0.0137 0.2421
C -3.05782 0.03269 -3.49287 0.0774 0.0313 0.0828
C -4.17505 -2.21036 2.93125 0.0062 0.0128 0.0001
H -2.18856 1.93266 4.18745 -0.0560 0.1033 -0.1125
C -3.40276 -1.70415 3.96624 -0.0130 -0.0058 -0.0161
Co -0.01266 0.07401 -0.18270 0.4424 -0.0239 -0.0038
H 3.22996 -5.00058 0.00176 0.0120 -0.0011 -0.0141
C -4.00464 2.15053 3.44747 0.0636 -0.1271 -0.0969
H 2.90439 -1.87506 -1.82140 -0.0070 0.0711 -0.0027
C -5.17617 -0.79135 -2.73495 -0.0205 0.0189 0.0843
O -5.17369 2.46430 3.55496 -0.0415 0.0528 0.0110
N -3.39482 0.79920 0.10348 -0.1821 -0.2318 -0.4842
C 1.33337 1.44458 -3.17044 0.0153 0.1455 0.0062
C 1.78394 3.96531 -4.31447 -0.0026 -0.0692 -0.0095
H 1.95460 4.94180 -4.75884 -0.0014 -0.0181 0.0076
C -3.69989 0.31351 -1.20989 -0.0195 0.1142 0.2177
C 1.79887 1.56452 -4.48596 -0.0273 -0.0033 0.0172
H 2.57675 -0.29783 2.17479 -0.0044 -0.0675 -0.0446
C 2.86221 -0.80250 -2.04406 0.1176 -0.0239 0.0463
H -0.27269 -0.88793 -4.22988 -0.0169 -0.0426 0.0357
Br -4.66259 -3.33031 0.37617 0.0079 -0.0539 0.0124
C 3.08587 -2.44101 1.93352 -0.0523 -0.0296 -0.0361
H -0.36869 -1.83899 2.46431 -0.0782 -0.0082 0.0230
H 1.78908 4.24560 0.16728 0.0071 -0.0623 0.0366
H -1.49869 3.51771 0.43698 0.0207 -0.0204 -0.0737
C 2.78992 -4.76944 0.97217 -0.0132 0.0534 0.0255
H 3.87098 -2.72200 2.61679 -0.0355 0.0122 -0.0352
H 1.99210 0.66794 -5.07372 -0.0167 0.0377 0.0287
O -0.88316 1.52709 3.75649 0.0047 0.0750 0.2508
H 1.87744 -5.35176 1.09576 -0.0145 0.0085 -0.0150
```
Forces are in eV/Å.

Properties
- energy (hartree) = -6905.2350
- lowest unoccupied orbital energy (spin up / spin down) (eV) = 4.26 / 4.26
- 2S+1 = 2
- max |F| (eV/A) = 0.57
- E_HOMO (spin up / spin down) (eV) = -2.0 / -0.9
- orbital gap (spin up / spin down) (Eh) = 0.229 / 0.191
- charge = -2

Here are the Löwdin charges for atoms 1 to 5, given in e: -0.118, -0.003, 0.065, -0.134, 0.080

=====

Record 3
Entry from the OMol25 dataset: C32H32CaClN5O8PS as an isolated structure (wB97M-V/def2-TZVPD).

Structure (XYZ):
```
81
Properties=species:S:1:pos:R:3:forces:R:3
Ca 0.68502 -1.15146 -1.19578 -0.2881 0.3707 -0.0289
H 2.25778 -0.74945 -6.62889 0.0083 0.0107 -0.0141
H 1.96218 -0.98977 3.22051 -0.0125 0.0059 -0.0035
H 0.70241 -0.05277 4.61598 0.0369 0.0393 0.0049
C 0.25221 0.99122 -4.50429 -0.0171 0.1590 -0.0432
H -1.42121 -3.22981 2.61315 -0.0042 -0.0074 -0.0022
H 2.10239 -1.29984 1.49591 0.0035 0.0215 -0.0219
N 0.23044 -5.10643 1.03795 0.1024 0.1011 -0.0655
H 2.73523 0.20187 2.17260 -0.0020 -0.0017 0.0218
C -0.34368 -3.90339 0.89878 -0.2554 0.0491 0.0539
P -0.68685 0.72718 -2.97678 0.0244 -0.1453 0.1013
C 3.56275 1.17085 7.83919 0.0017 0.0125 0.0592
C -3.88618 -0.65618 -5.14338 -0.0403 -0.0401 0.0099
O -3.25596 2.24221 2.14239 -0.0118 0.0392 -0.0251
H 0.49633 3.00962 4.41639 -0.0137 -0.0075 0.0151
Cl 0.93590 -1.67486 -4.36826 -0.1126 0.2857 0.1659
H 4.41686 0.49816 7.89588 0.0038 0.0057 0.0197
C 2.60130 -3.36325 -1.13564 0.0275 -0.3459 0.0448
H -3.95073 4.28961 -1.89193 0.0073 0.0063 0.0083
C -3.97493 -1.66145 -2.96085 0.0316 0.0210 -0.0362
H -0.22519 3.07043 -4.71472 -0.0039 -0.0044 0.0087
O 3.27257 -6.48963 -0.34568 0.0721 0.3077 -0.2025
O 2.60537 -2.09838 -1.30232 0.0243 0.0754 -0.0161
H 2.80138 0.82432 8.53606 0.0002 0.0027 -0.0100
C -4.50722 -1.50062 -4.23171 0.0037 0.0117 0.0050
C 1.06952 2.41038 -6.28562 0.0144 0.0048 -0.0172
C -2.73519 0.02793 -4.78765 0.0565 0.0211 -0.0594
H -4.29919 -0.53086 -6.13548 -0.0020 -0.0078 0.0067
S 1.60106 2.23376 6.29615 0.0152 0.0241 -0.0956
C 0.20536 0.87396 4.33455 -0.0392 -0.0133 -0.0030
H -0.71313 0.94002 4.90464 -0.0114 0.0075 0.0429
H -2.43288 -1.11199 -1.60115 0.0873 0.0633 -0.0111
H -5.40466 -2.03544 -4.51253 0.0038 0.0050 -0.0055
H -4.45492 -2.31836 -2.24778 -0.0038 0.0042 -0.0019
H 1.95166 2.12619 3.94256 0.0294 -0.0150 0.0618
C 1.39004 -5.13581 0.30530 -0.1858 -0.0606 -0.1313
C 0.61171 0.13252 1.97638 -0.0070 -0.0130 0.1128
C 1.92124 -0.52278 2.23797 0.0269 -0.0406 0.0350
N 0.03979 0.19215 0.77931 -0.0314 -0.1393 -0.2280
N -2.25719 2.08760 2.80896 -0.0199 -0.1021 0.0094
C 2.16455 -6.41790 0.34640 0.2703 0.2011 0.3857
C 0.96756 -0.05726 -5.07254 0.0972 -0.2845 -0.0784
C -1.21249 2.36002 -2.39713 -0.1110 0.0340 -0.0465
C -1.60869 -3.50406 1.57335 -0.0110 -0.0054 0.0185
C -0.62714 4.40288 -1.25582 -0.0049 0.0287 0.0100
N 0.38430 -3.13600 0.10755 0.3484 -0.0850 -0.2255
N -0.13311 0.76674 2.90803 0.0074 -0.0552 -0.1828
C 1.72029 0.09548 -6.22237 -0.0381 0.0904 0.0210
O 1.75642 -7.29287 1.07116 -0.1177 -0.0576 -0.1766
H -3.29970 2.13811 -2.88119 0.0193 -0.0074 -0.0059
O -2.03295 2.58694 3.89427 0.0097 0.0124 0.0208
H -1.79332 1.13772 0.12142 -0.0010 -0.0267 0.0016
C 0.31853 2.23373 -5.13472 -0.0236 0.0039 0.0164
C 3.03360 1.18230 6.41295 0.0443 -0.0447 -0.1354
O 0.55160 1.66304 7.09817 -0.0362 -0.0178 0.0132
C 1.06961 2.09683 4.58524 0.0472 0.0879 0.0111
C 1.48406 -3.90055 -0.27536 0.1605 -0.3169 0.1816
H 3.77146 1.58131 5.71489 -0.0261 0.0126 -0.0043
C -2.19074 -0.12733 -3.51508 -0.0563 0.0114 -0.0325
O 2.02381 3.59256 6.48020 -0.0004 -0.0311 0.0310
H 3.44891 -5.63127 -0.84210 -0.2102 -0.2630 -0.0452
H -2.04723 -2.64581 1.06853 0.0166 0.0096 -0.0056
O 3.40389 -4.16398 -1.60693 0.0979 -0.0050 0.2251
H 3.88711 2.16612 8.13766 -0.0182 -0.0023 0.0042
H 2.73424 0.18290 6.08855 -0.0436 0.0202 0.0100
C 1.76969 1.34358 -6.82787 0.0135 -0.0644 0.0042
H 0.78335 2.88184 -1.75803 -0.0119 -0.0443 -0.0249
H 1.10666 3.38216 -6.75871 -0.0004 -0.0036 0.0014
H -2.33292 -4.31754 1.56804 0.0027 -0.0008 -0.0039
C -1.12833 0.88653 0.93187 0.0727 0.1179 0.0905
H 2.35977 1.47539 -7.72463 -0.0045 0.0041 0.0011
C -2.54427 2.76794 -2.42837 0.0127 -0.0229 -0.0082
H 0.12196 5.04066 -0.80504 -0.0054 -0.0018 -0.0012
C -2.81849 -0.97873 -2.61007 -0.1620 -0.0991 0.0806
C -2.91325 3.98379 -1.86805 -0.0076 0.0249 0.0093
C -0.25839 3.18410 -1.79909 0.0788 0.0345 0.0371
C -1.24136 1.24623 2.23535 0.0610 0.0589 0.0121
H -2.25459 0.67677 -5.51027 0.0151 0.0092 0.0269
H -0.07874 -5.90029 1.58281 0.0093 -0.0207 0.0039
H -2.24881 5.74870 -0.84906 0.0012 -0.0046 -0.0031
C -1.95823 4.80173 -1.28415 -0.0149 -0.0086 -0.0023
```
Forces are in eV/Å.

Properties
- energy (hartree) = -3991.5760
- lowest unoccupied orbital energy (eV) = -3.23
- max |F| (eV/A) = 0.51
- E_HOMO (eV) = -11.8
- orbital gap (Eh) = 0.313
- charge = +1

Here are the Löwdin charges for atoms 1 to 5, given in e: 1.275, 0.113, 0.087, 0.120, -0.398